Record 1
Density functional theory data (the ωB97M-V functional and the def2-TZVPD basis) for a 9-piece molecular cluster, C39H102N12O15 overall in a non-equilibrium geometry.

```
168
Properties=species:S:1:pos:R:3
C 23.5318 18.9192 7.9834
O 24.1958 18.2544 9.0083
C 24.6413 19.0323 10.0512
C 23.8457 18.7189 11.3132
N 22.4504 19.1583 11.2020
C 21.6463 18.7924 12.3311
C 20.2998 19.4121 12.2471
O 19.6172 18.9823 11.0344
C 18.4079 19.7031 10.7926
H 24.2545 19.4727 7.3449
H 22.8264 19.6731 8.4035
H 23.0008 18.1809 7.4327
H 24.4997 20.1013 9.8311
H 25.7099 18.8969 10.3175
H 24.2705 19.1831 12.1852
H 23.8920 17.6714 11.6429
H 22.0149 18.6693 10.4380
H 22.1328 19.0392 13.2627
H 21.4781 17.7233 12.4686
H 20.3357 20.5070 12.2791
H 19.5945 19.1351 13.0520
H 18.0019 19.2877 9.8821
H 18.6147 20.7699 10.6125
H 17.7666 19.6154 11.6699
C 16.3299 15.8666 9.3518
O 17.3221 14.9848 9.8390
C 17.1251 13.6979 9.2344
C 18.2550 12.7466 9.5325
N 18.3738 12.4418 10.9623
C 19.4232 11.4979 11.3106
C 18.9798 10.0619 11.3496
O 20.1207 9.2006 11.5269
C 19.9156 7.8851 10.9799
H 15.3571 15.4122 9.5403
H 16.4554 15.9897 8.2728
H 16.3776 16.8085 9.9254
H 17.0319 13.9610 8.1672
H 16.1460 13.2810 9.4960
H 19.1926 13.2569 9.3294
H 18.2246 11.8888 8.8045
H 17.4676 12.1173 11.3439
H 19.9851 11.7335 12.2196
H 20.1183 11.5741 10.4611
H 18.5231 9.7400 10.4131
H 18.1976 9.9076 12.1244
H 20.7219 7.2692 11.4176
H 19.8109 7.9127 9.8866
H 18.9620 7.4859 11.3804
C 23.2068 10.0060 15.0585
O 22.7813 11.3537 15.0126
C 21.3467 11.5054 14.9270
C 20.7744 12.2710 16.1459
N 19.3060 12.3041 15.9975
C 18.7914 13.1616 17.0566
C 17.2972 13.2018 17.0590
O 16.9199 11.8643 17.2944
C 15.6425 11.5265 16.7350
H 22.8389 9.5235 16.0007
H 24.3019 10.0420 15.0322
H 22.8570 9.4332 14.1738
H 20.9822 10.4907 14.9129
H 21.0296 11.9815 13.9481
H 21.2543 13.2632 16.0243
H 21.1196 11.8356 17.0829
H 18.9511 11.3510 16.1542
H 19.1076 14.1857 16.8200
H 19.0795 12.8485 18.0796
H 16.9848 13.5057 16.0363
H 16.8310 13.8657 17.7916
H 14.8057 12.1061 17.2084
H 15.3492 10.4814 16.8397
H 15.6098 11.8272 15.6936
C 16.1829 19.9215 13.9889
O 15.6074 18.8384 14.6870
C 16.1151 17.5628 14.2455
C 15.4933 16.4109 15.0400
N 14.0715 16.2901 14.7566
C 13.5379 15.2431 15.5879
C 12.1236 14.8555 15.2701
O 12.1028 14.2053 14.0229
C 10.9466 14.4272 13.2019
H 15.5943 20.0939 13.0319
H 17.2441 19.7879 13.7254
H 16.1088 20.8138 14.6406
H 17.2396 17.6196 14.2891
H 15.9460 17.4405 13.1792
H 15.7215 16.6226 16.0700
H 16.0159 15.4846 14.7363
H 13.6418 17.2060 14.7608
H 13.6756 15.4295 16.6619
H 14.1148 14.3317 15.4067
H 11.4429 15.7498 15.2446
H 11.7163 14.1669 16.0213
H 10.8784 13.6106 12.5234
H 11.1171 15.4140 12.7298
H 10.0633 14.4742 13.8848
C 23.7920 19.3984 20.4492
O 22.8540 18.7634 19.5837
C 22.3550 17.5263 20.0236
C 21.3184 17.0604 18.9444
N 20.3909 18.1290 18.6252
C 19.5187 17.7907 17.4870
C 18.6074 18.9241 17.1239
O 17.4447 18.9020 17.8828
C 16.7199 20.1532 17.7768
H 23.2972 19.6694 21.4183
H 24.0762 20.3189 19.9695
H 24.6203 18.7226 20.6720
H 21.8247 17.6386 20.9765
H 23.1392 16.7698 20.1390
H 20.8227 16.2434 19.5154
H 21.8473 16.5882 18.0764
H 20.9019 19.0169 18.5374
H 18.8711 16.9164 17.7499
H 20.1275 17.5040 16.6002
H 18.4029 18.8646 16.0400
H 19.2223 19.8157 17.3059
H 17.2139 20.9051 18.3924
H 15.6855 19.9696 18.1377
H 16.7292 20.4381 16.7286
C 20.7119 16.3275 8.4912
O 21.4406 16.1026 9.6939
C 21.6147 14.6786 9.9637
C 22.9505 14.6336 10.6833
N 24.1131 15.1146 9.8857
C 25.4225 15.0807 10.5069
C 26.3874 15.3602 9.3659
O 27.5697 15.6252 10.0018
C 28.4685 16.2138 9.1051
H 21.2202 15.9376 7.6025
H 20.6407 17.4046 8.3843
H 19.7285 15.8749 8.5510
H 21.5468 14.2015 8.9630
H 20.7591 14.3163 10.5084
H 23.1117 13.5991 10.9595
H 22.7246 15.2470 11.5727
H 23.9317 16.0375 9.5179
H 25.6349 14.1227 11.0098
H 25.5368 15.8955 11.2499
H 26.0721 16.1898 8.7145
H 26.3556 14.4404 8.7447
H 28.0658 17.1629 8.6969
H 28.6706 15.5612 8.2316
H 29.4075 16.3405 9.5931
N 22.3753 16.6887 15.5680
C 23.4550 16.4065 14.7121
N 23.3302 15.1614 14.0299
O 24.3968 17.1441 14.5008
H 21.4939 16.2388 15.3019
H 22.2421 17.6396 15.9329
H 22.7276 14.4709 14.4537
H 24.1780 14.8162 13.5863
N 13.3870 11.8653 12.8045
C 14.7052 12.2957 12.5212
N 14.8826 13.6184 12.6874
O 15.6081 11.5260 12.2462
H 12.9033 12.5149 13.4294
H 13.4165 10.8624 13.0765
H 15.8209 13.8920 12.9035
H 14.0967 14.1806 12.9676
N 18.9105 15.7619 12.2963
C 19.2679 15.1163 13.4343
N 18.7370 13.9256 13.4849
O 19.8800 15.6930 14.3308
H 19.5619 16.5372 12.0720
H 18.4309 15.2636 11.5608
H 18.9457 13.3411 14.3036
H 18.5452 13.4910 12.5909
```

Calculated values
HOMO energy ... -7.941 eV
Charge ... 0
SMILES ... COCCNCCOC.COCCNCCOC.COCCNCCOC.COCCNCCOC.COCCNCCOC.COCCNCCOC.NC(N)=O.NC(N)=O.NC(N)=O
2S+1 ... 1
Energy relative to the best compared isomer or geometry (same formula, charge and spin) ... 9.26 kcal per mole
Largest force on an atom ... 3.27 eV/Å
Molar mass ... 979.31 g mol⁻¹

Record 2
Density functional theory data (the ωB97M-V functional and the def2-TZVPD basis) for a 13-piece molecular cluster, C39H103N7O31P6 overall in a non-equilibrium geometry.

```
186
Properties=species:S:1:pos:R:3
C 5.7316 -2.3504 -2.0652
O 6.4164 -1.5240 -3.0337
P 5.9270 -0.0681 -3.4241
O 4.4451 0.1240 -3.4453
O 6.7809 0.0705 -4.7279
C 6.5678 1.1551 -5.5919
O 6.6774 0.8490 -2.3054
C 5.8837 1.6369 -1.3847
H 5.2895 -1.8440 -1.2607
H 6.5856 -2.8816 -1.5871
H 4.9783 -2.9336 -2.5819
H 6.8056 0.8172 -6.6514
H 7.0231 2.0543 -5.2313
H 5.4564 1.3024 -5.5557
H 6.2054 2.6561 -1.4669
H 6.0213 1.2701 -0.3527
H 4.7809 1.5526 -1.6806
C 5.3586 -4.8805 -5.9903
O 4.3219 -5.6817 -5.3236
P 3.5033 -5.0419 -4.1024
O 3.6345 -3.5872 -3.9724
O 4.0306 -5.7807 -2.8500
C 4.1075 -7.1587 -2.6091
O 2.1232 -5.7672 -4.2359
C 1.2474 -5.2570 -5.2417
H 5.5683 -5.4963 -6.8734
H 6.2585 -4.7451 -5.3687
H 5.0414 -3.8403 -6.1724
H 3.0939 -7.6535 -2.5754
H 4.6450 -7.3145 -1.6811
H 4.5284 -7.6313 -3.5007
H 1.1982 -4.1427 -5.2080
H 0.2212 -5.7362 -5.1560
H 1.7783 -5.5744 -6.2051
C -5.7443 1.4506 4.5697
O -4.5393 1.2855 5.3538
P -3.8515 2.5767 5.9828
O -4.5623 3.8374 5.7473
O -2.3930 2.3639 5.4268
C -1.3373 3.4244 5.6404
O -3.8062 2.3312 7.5334
C -3.1672 1.2101 8.1307
H -6.3649 0.5464 4.7349
H -5.4215 1.5082 3.5303
H -6.3120 2.3152 4.8979
H -1.1896 3.6591 6.7339
H -1.7036 4.3706 5.3178
H -0.4620 3.0407 5.1230
H -2.7788 1.4124 9.0920
H -2.3818 0.9228 7.4395
H -3.8950 0.3735 8.2952
C -0.7772 -0.5731 6.0064
O 0.3444 -0.1300 6.8172
P 1.4444 -1.1595 7.1556
O 2.5517 -1.3209 6.1693
O 2.0604 -0.6141 8.5289
C 1.2158 -0.1262 9.6366
O 0.6038 -2.5385 7.3771
C 0.7447 -3.6579 6.4063
H -1.4562 -1.1773 6.6104
H -0.4168 -0.9994 5.1422
H -1.2979 0.3306 5.6959
H 1.1105 0.8837 9.5007
H 1.7988 -0.3495 10.5516
H 0.2765 -0.7462 9.6600
H 1.8206 -3.6951 6.1967
H 0.2761 -3.3647 5.4326
H 0.3503 -4.5303 6.9036
C -6.4285 -0.2231 -5.2461
O -6.6343 1.0570 -4.6418
P -5.4566 1.8426 -3.9831
O -5.9413 3.1700 -3.5161
O -4.9533 0.8687 -2.8149
C -3.9091 1.2295 -1.8458
O -4.1682 1.8847 -4.9665
C -3.7250 3.1818 -5.4776
H -5.6614 -0.8175 -4.6190
H -6.0483 -0.0046 -6.2264
H -7.4547 -0.7281 -5.3323
H -3.9476 0.4607 -1.0469
H -3.8944 2.2330 -1.5350
H -2.9900 1.1027 -2.4148
H -4.5637 3.6973 -5.8530
H -2.9016 3.1378 -6.1574
H -3.4125 3.8369 -4.7115
C -4.6208 -3.7261 3.1019
O -4.4399 -3.1893 1.7930
P -4.3186 -1.5925 1.5561
O -3.4464 -1.2832 0.3854
O -5.8656 -1.0491 1.4127
C -6.7114 -1.5764 0.3275
O -4.0317 -0.9329 2.9746
C -2.5561 -0.7961 3.3439
H -3.6419 -3.9940 3.5085
H -5.1372 -4.6577 3.1194
H -5.1766 -2.9818 3.6943
H -6.1374 -2.3996 -0.1773
H -6.8427 -0.7804 -0.4111
H -7.6284 -2.0022 0.7431
H -2.4255 -1.4957 4.2082
H -2.5095 0.2706 3.5357
H -1.9038 -1.0399 2.5485
C 0.2006 0.3509 -6.5833
O -0.1802 0.2161 -5.4255
N 1.3458 -0.1754 -6.9877
C 1.8331 0.0689 -8.3246
C 2.0243 -1.2122 -6.2199
H -0.3012 1.0137 -7.2183
H 2.8991 0.1142 -8.3054
H 1.6854 1.1073 -8.7387
H 1.5753 -0.6440 -9.1209
H 2.1242 -0.8083 -5.1816
H 1.5946 -2.2311 -6.2501
H 3.0254 -1.4225 -6.6623
C 2.0277 2.0500 4.6522
O 1.0600 1.8712 3.9496
N 3.2630 1.5318 4.3641
C 4.2714 1.5717 5.4513
C 3.4520 0.4334 3.3767
H 1.9777 2.5575 5.6293
H 4.0363 2.3742 6.1134
H 5.2969 1.7651 4.9866
H 4.2872 0.6627 6.0977
H 2.6078 0.4564 2.7899
H 4.2952 0.7235 2.7756
H 3.4725 -0.5079 3.9645
C 0.4456 -1.0347 -0.1477
O 1.4723 -0.7356 0.4851
N 0.3809 -1.1362 -1.4759
C -0.8922 -1.3288 -2.1788
C 1.5644 -0.7069 -2.3373
H -0.5121 -1.2739 0.3431
H -1.1672 -0.3895 -2.6757
H -1.6841 -1.6762 -1.4418
H -0.7390 -2.1436 -2.8865
H 2.3333 -0.6649 -1.6301
H 1.7395 -1.3758 -3.1675
H 1.3996 0.3063 -2.7449
C 0.3421 3.3278 -5.5672
O 0.0516 3.5521 -6.7367
N 1.6298 3.3786 -5.1329
C 1.9605 3.1152 -3.7125
C 2.6913 3.5401 -6.1392
H -0.4011 3.1665 -4.6962
H 1.0492 2.8686 -3.1731
H 2.3737 4.0114 -3.2445
H 2.7131 2.3134 -3.6656
H 2.9012 2.6396 -6.7539
H 2.2747 4.2953 -6.7714
H 3.6088 3.9639 -5.7288
C -4.3654 4.2322 2.3646
O -3.8844 3.2367 1.8991
N -3.7388 5.4254 2.4921
C -4.2919 6.3630 3.3676
C -2.4217 5.6093 1.8567
H -5.3872 4.3393 2.7551
H -3.9695 6.2070 4.4104
H -5.3686 6.3505 3.2740
H -4.0412 7.3984 3.0537
H -1.6098 5.6791 2.6620
H -2.1315 4.7802 1.2325
H -2.4291 6.6135 1.4912
C 0.8518 -2.8365 2.2202
O -0.1777 -2.5677 2.8920
N 0.8734 -3.6635 1.1310
C 2.1230 -3.7828 0.2465
C -0.3214 -4.1400 0.4544
H 1.8819 -2.6114 2.6042
H 2.9856 -3.5135 0.8817
H 2.1385 -2.9646 -0.5355
H 2.2699 -4.7834 -0.1839
H -1.1706 -3.4227 0.6896
H -0.0696 -4.0316 -0.6225
H -0.5025 -5.1688 0.6851
C -1.1152 2.0862 -0.7222
O -0.5360 2.3025 -1.7789
N -0.5158 2.1948 0.4615
C 0.9035 2.3933 0.4923
C -1.0522 1.8238 1.7617
H -2.1409 1.7692 -0.6639
H 1.1061 3.1454 1.2656
H 1.2872 2.7575 -0.4396
H 1.4628 1.5820 0.7947
H -2.1090 1.4653 1.6608
H -0.3375 1.0348 2.1686
H -1.0980 2.6563 2.5206
```

Calculated values
HOMO energy ... -8.497 eV
Charge ... 0
2S+1 ... 1
Energy relative to the best compared isomer or geometry (same formula, charge and spin) ... 0.00 kcal per mole
Largest force on an atom ... 4.06 eV/Å
Molar mass ... 1352.12 g mol⁻¹

Which value of 2S+1 does entry 2 give? 1